# 1
The following is a DFT calculation (ωB97M-V/def2-TZVPD) of a structure of composition C24H53GeN3O11PTeTi.

```
95
C24H53GeN3O11PTeTi ωB97M-V/def2-TZVPD
Ti 0.253 0.012 0.450
C 4.150 -1.599 0.956
N 3.580 -2.424 -0.088
C 4.123 -3.772 -0.094
C 2.222 -2.286 -0.411
O 1.385 -1.627 0.430
C 1.743 -2.761 -1.719
O 1.135 -1.758 -2.575
C 2.020 -0.780 -3.017
C 1.953 0.493 -2.174
O 1.208 0.518 -1.193
N 2.614 1.588 -2.555
C 2.451 2.821 -1.791
C 3.635 1.588 -3.587
H 5.239 -1.640 0.870
H 3.888 -1.936 1.966
H 3.828 -0.569 0.844
H 5.190 -3.751 -0.326
H 3.623 -4.390 -0.838
H 4.004 -4.267 0.883
H 0.958 -3.520 -1.659
H 2.590 -3.194 -2.263
H 1.726 -0.498 -4.033
H 3.054 -1.147 -3.047
H 1.483 2.805 -1.298
H 2.491 3.656 -2.491
H 3.240 2.927 -1.045
H 3.584 0.694 -4.198
H 4.630 1.650 -3.139
H 3.492 2.451 -4.238
C -1.506 2.444 2.425
C -1.180 2.971 1.035
C 0.038 3.882 1.081
C -2.362 3.771 0.494
O -0.847 1.859 0.167
Ge -2.137 1.225 -1.132
O -1.424 -0.536 -0.649
C -2.312 -1.651 -0.883
C -3.679 -1.408 -0.247
C -1.702 -2.890 -0.249
C -2.431 -1.835 -2.391
O -1.005 1.485 -2.553
C -1.378 2.004 -3.821
C -2.873 2.296 -3.951
C -0.969 0.976 -4.872
C -0.595 3.298 -4.028
H -1.819 3.268 3.070
H -2.312 1.708 2.383
H -0.628 1.971 2.864
H -0.142 4.711 1.771
H 0.921 3.342 1.414
H 0.226 4.305 0.091
H -2.490 4.668 1.102
H -2.178 4.088 -0.536
H -3.296 3.211 0.517
H -3.554 -1.102 0.794
H -4.255 -0.641 -0.761
H -4.251 -2.339 -0.269
H -1.802 -2.865 0.837
H -2.218 -3.782 -0.613
H -0.646 -2.976 -0.488
H -2.935 -0.981 -2.851
H -1.435 -1.915 -2.830
H -3.008 -2.731 -2.630
H -3.471 1.393 -3.814
H -3.205 3.028 -3.212
H -3.090 2.697 -4.944
H -1.429 0.012 -4.653
H -1.266 1.287 -5.877
H 0.115 0.847 -4.863
H -0.851 4.022 -3.252
H 0.476 3.095 -3.962
H -0.803 3.745 -5.003
O 3.120 2.365 1.645
N 2.713 1.333 1.173
O 1.522 0.985 1.629
C -3.102 -3.478 5.014
C -1.652 -3.325 4.635
O -1.500 -2.044 3.988
P -0.219 -1.600 3.175
O -0.680 -0.648 2.117
Te 1.041 -3.473 2.305
O 0.735 -0.921 4.221
C 0.239 0.128 5.105
C 0.143 -0.398 6.513
H -3.259 -4.447 5.489
H -3.736 -3.418 4.130
H -3.409 -2.699 5.711
H -1.339 -4.109 3.943
H -1.000 -3.354 5.511
H -0.720 0.490 4.733
H 0.961 0.937 5.011
H -0.668 -1.119 6.614
H -0.049 0.429 7.199
H 1.077 -0.877 6.805
```

Energy relative to the best compared isomer or geometry (same formula, charge and spin) (kJ/mol): 110.1
⟨S²⟩: 3.76
Spin multiplicity: 4

---

# 2
The following is a DFT calculation (ωB97M-V/def2-TZVPD) of a structure of composition C24H53N9O5PmS.

```
93
C24H53N9O5PmS ωB97M-V/def2-TZVPD
Pm -0.693 0.538 -0.146
N 0.755 0.295 -2.300
C 0.162 -0.232 -3.557
C -1.356 -0.156 -3.497
N -1.918 -0.741 -2.262
C -1.751 -2.213 -2.243
C -0.455 -2.693 -1.599
N -0.270 -2.059 -0.279
C -3.376 -0.468 -2.221
C -3.699 1.009 -2.130
N -2.949 1.607 -1.000
H 1.295 1.123 -2.523
H 1.437 -0.366 -1.922
H 0.490 -1.251 -3.741
H 0.493 0.353 -4.415
H -1.778 -0.638 -4.386
H -1.628 0.900 -3.520
H -1.835 -2.626 -3.254
H -2.566 -2.631 -1.653
H 0.417 -2.466 -2.206
H -0.510 -3.781 -1.524
H 0.725 -2.077 -0.052
H -0.746 -2.618 0.421
H -3.763 -0.946 -1.326
H -3.877 -0.900 -3.095
H -4.777 1.123 -2.007
H -3.435 1.534 -3.045
H -2.920 2.609 -1.135
H -3.482 1.452 -0.146
C -1.028 4.385 0.218
C -2.192 3.908 1.071
O -2.011 2.567 1.536
C -1.589 2.444 2.893
C -0.078 2.404 2.982
O 0.365 1.280 2.211
C 1.790 1.150 2.130
C 2.384 2.182 1.187
O 1.553 2.223 0.026
C 1.727 3.410 -0.747
C 0.436 3.666 -1.520
O -0.696 3.351 -0.712
H -0.160 4.632 0.836
H -1.328 5.286 -0.323
H -3.112 3.920 0.485
H -2.326 4.594 1.907
H -2.014 1.511 3.258
H -1.972 3.261 3.506
H 0.245 2.298 4.021
H 0.342 3.329 2.581
H 1.959 0.163 1.709
H 2.246 1.219 3.121
H 3.407 1.894 0.927
H 2.425 3.172 1.649
H 2.573 3.316 -1.433
H 1.934 4.252 -0.082
H 0.353 3.026 -2.398
H 0.406 4.706 -1.850
C 2.483 -2.938 1.835
N 3.560 -2.504 0.960
C 4.835 -3.204 1.146
C 5.627 -3.216 -0.145
C 5.758 -1.790 -0.637
N 4.446 -1.143 -0.695
C 4.360 0.004 -1.585
C 3.391 -1.516 0.057
O 2.260 -0.949 -0.080
H 2.877 -3.061 2.844
H 1.687 -2.199 1.862
H 2.079 -3.899 1.507
H 4.612 -4.220 1.468
H 5.411 -2.718 1.939
H 5.124 -3.832 -0.893
H 6.613 -3.642 0.032
H 6.184 -1.766 -1.640
H 6.421 -1.221 0.021
H 4.322 -0.314 -2.630
H 5.242 0.632 -1.451
H 3.475 0.584 -1.340
C -6.014 -1.632 1.033
C -4.767 -2.507 0.834
C -3.555 -1.915 1.473
N -2.756 -1.051 0.948
N -1.760 -0.622 1.792
C -1.801 -1.209 2.968
N -0.902 -0.989 3.937
S -3.110 -2.336 3.113
H -6.878 -2.132 0.600
H -5.899 -0.665 0.540
H -6.212 -1.462 2.091
H -4.578 -2.641 -0.231
H -4.949 -3.494 1.262
H -0.190 -0.296 3.777
H -1.026 -1.364 4.862
```

Energy relative to the best compared isomer or geometry (same formula, charge and spin) (kJ/mol): 25.3
⟨S²⟩: 6.01
Spin multiplicity: 5
Net charge: +3